C5H3IN2O | ωB97M-V/def2-TZVPD

**Total energy**: -674.61162 Ha
**Strongest force on any atom**: 4.15 eV Å⁻¹

Last column: Mulliken charge in e.
Atoms and positions in Å:
I: 2.11880 2.36259 -2.34446  0.007
O: -0.73955 -1.16982 1.60165  -0.417
N: 0.31492 -0.12674 -0.43116  -0.307
N: 0.20817 2.56187 4.70659  -0.381
C: -0.16290 0.51626 3.32669  -0.247
C: 0.01096 1.61248 4.10790  0.241
C: 0.07169 -0.50865 -1.47641  0.242
C: -0.23403 -1.09822 -2.78540  -0.835
C: -0.45364 -0.31176 2.38865  0.805
H: -1.08495 -1.87185 -2.63918  0.271
H: -0.65348 -0.33199 -3.33099  0.314
H: 0.60400 -1.63418 -3.12388  0.307

=====

C4H4O2 | ωB97M-V/def2-TZVPD

**Total energy**: -305.20973 Ha
**Strongest force on any atom**: 0.60 eV Å⁻¹

Last column: Mulliken charge in e.
Atoms and positions in Å:
O: -2.16618 -0.55014 -0.18855  -0.500
O: 0.22273 -1.36928 -1.06095  -0.532
C: 1.40057 0.13155 0.27444  -0.360
C: -1.11593 0.37156 -0.17285  -0.402
C: 0.20294 -0.35837 -0.38662  0.336
C: 2.37508 0.41664 0.92319  0.161
H: 3.24387 0.64215 1.50335  0.399
H: -1.83647 -1.31788 -0.68237  0.349
H: -1.11460 0.91925 0.77572  0.308
H: -1.21201 1.11453 -0.98535  0.240

=====

C3H9OS | ωB97M-V/def2-TZVPD

**Total energy**: -593.10753 Ha
**Strongest force on any atom**: 5.12 eV Å⁻¹
**Total charge**: -1

Last column: Mulliken charge in e.
Atoms and positions in Å:
S: -1.79235 1.17539 0.74667  -0.710
O: -1.96014 -0.13938 -1.88351  -0.604
C: 0.90369 0.02518 0.89405  -0.487
C: 0.06752 1.32730 0.37287  -0.723
C: 0.63518 -1.38429 0.27353  -0.925
H: -1.22166 -0.57370 -1.56964  0.298
H: -0.52497 -1.54378 0.11081  0.193
H: 1.26639 -2.02285 0.90742  0.335
H: -2.05835 0.76936 -1.76719  0.261
H: 0.16459 1.38197 -0.72238  0.211
H: 1.03301 -0.10283 1.93311  0.383
H: 1.07221 -1.33496 -0.74708  0.240
H: 0.39800 2.28588 0.84374  0.263
H: 2.01687 0.13671 0.60760  0.264

=====

C2H6N2OS | ωB97M-V/def2-TZVPD

**Total energy**: -662.71141 Ha
**Strongest force on any atom**: 2.89 eV Å⁻¹

Last column: Mulliken charge in e.
Atoms and positions in Å:
S: 2.49948 -0.46778 -0.28120  -0.198
O: -0.70293 1.38418 -0.52618  -0.589
N: -2.00127 -0.94517 -0.29127  -0.706
N: -0.78001 -0.71673 0.34868  -0.064
C: -0.21194 0.49923 0.11055  0.514
C: 1.24358 0.63916 0.51690  -0.632
H: -2.56919 -0.47293 0.35960  0.269
H: 1.54077 1.65116 0.26401  0.314
H: -1.99132 -0.28536 -1.01561  0.304
H: 1.86900 -0.34026 -1.48021  0.149
H: -0.16522 -1.46924 0.37449  0.295
H: 1.26905 0.52372 1.62024  0.344

=====

C7H13IO3S | ωB97M-V/def2-TZVPD

**Total energy**: -1196.07866 Ha
**Strongest force on any atom**: 4.42 eV Å⁻¹

Last column: Mulliken charge in e.
Atoms and positions in Å:
I: 2.33447 -1.52607 -3.39633  -0.024
S: -2.13909 1.42044 0.97524  1.156
O: -2.30178 1.02679 2.39151  -0.610
O: -0.54322 1.61547 0.53609  -0.441
O: -2.82006 2.70249 0.67451  -0.673
C: 1.69406 0.59937 0.55557  -1.152
C: 2.61184 -0.86599 -1.32813  -1.057
C: 1.81682 0.45383 -1.01324  -0.515
C: -2.73631 0.07254 -0.11459  -0.585
C: -0.43687 -0.91585 0.79529  -0.621
C: -1.55061 -0.94737 -0.31439  -0.547
C: 0.20768 0.49758 1.05859  0.280
H: 0.82472 0.50674 -1.50749  0.393
H: 2.44755 1.30225 -1.36196  0.352
H: -1.06306 -0.88589 -1.31059  0.269
H: 3.69474 -0.64836 -1.18811  0.472
H: -0.76743 -1.38457 1.74896  0.311
H: -3.66996 -0.37521 0.27854  0.388
H: -2.00550 -1.96924 -0.26751  0.332
H: 0.38900 -1.57257 0.41952  0.229
H: -2.97585 0.49446 -1.11948  0.310
H: 2.33138 -1.65221 -0.59870  0.397
H: 2.07644 1.59969 0.87444  0.389
H: 0.25559 0.63124 2.16894  0.453
H: 2.32544 -0.17955 1.04333  0.494

=====

The records above give, respectively, ΔE to the lowest compared entry with this formula, charge and spin values of 0.00, 43.75, 41.01, 34.80, 23.84 kcal per mole.